10 unconnected molecules or ions with the total composition C30H80O30S10 in a non-equilibrium geometry. Source: OMol25; level of theory: ωB97M-V with the def2-TZVPD basis set.

The energy relative to the best compared isomer or geometry (same formula, charge and spin) comes out at 71.6 kcal per mole. The LUMO energy (spin up / spin down) comes out at -0.12240 / -0.36684 Eh. Its HOMO energy (spin up / spin down) is -0.4422 / -0.4422 Eh. The total energy is -202163.0694 eV.

```
! wB97M-V def2-TZVPD RIJCOSX def2/J DEFGRID3
* xyz 1 2
O -0.859 0.832 -1.708
S -0.140 0.919 -0.489
O -0.600 1.714 0.652
O 0.342 -0.542 0.075
C -0.554 -1.518 0.359
C -0.678 -1.384 1.875
C 1.506 1.523 -0.940
H 0.040 -2.333 -0.055
H -1.545 -1.533 -0.094
H -1.159 -2.227 2.371
H -1.260 -0.505 2.154
H 0.286 -1.172 2.339
H 1.936 0.747 -1.573
H 2.172 1.465 -0.078
H 1.367 2.386 -1.591
O 0.485 -6.425 4.709
S 1.813 -5.883 4.511
O 2.908 -6.150 5.453
O 2.322 -6.359 3.028
C 1.423 -6.675 2.017
C 2.296 -7.076 0.870
C 1.765 -4.074 4.190
H 0.857 -5.809 1.674
H 0.789 -7.491 2.364
H 1.566 -7.218 0.074
H 2.892 -7.967 1.069
H 2.905 -6.227 0.558
H 1.227 -3.595 5.008
H 1.382 -3.778 3.213
H 2.827 -3.835 4.253
O 2.534 -1.286 3.318
S 3.435 -0.151 3.351
O 3.796 0.487 2.107
O 2.930 1.055 4.364
C 1.599 1.362 4.645
C 0.736 1.775 3.394
C 4.971 -0.765 4.236
H 1.612 2.153 5.394
H 1.092 0.553 5.171
H -0.296 1.917 3.713
H 0.669 0.989 2.642
H 1.195 2.575 2.813
H 5.542 0.158 4.337
H 5.387 -1.654 3.764
H 4.746 -1.202 5.208
O -4.012 5.690 -0.562
S -3.811 4.407 0.103
O -2.950 4.244 1.256
O -5.316 3.788 0.452
C -6.376 4.248 -0.514
C -7.697 3.535 -0.134
C -3.315 3.122 -1.106
H -6.021 4.210 -1.544
H -6.462 5.330 -0.413
H -7.706 2.534 -0.566
H -8.622 3.822 -0.634
H -7.747 3.392 0.945
H -3.378 2.126 -0.667
H -2.277 3.198 -1.431
H -3.981 3.260 -1.957
O 7.702 2.953 -1.374
S 6.632 3.792 -0.871
O 6.902 5.074 -0.175
O 5.587 4.230 -2.137
C 6.134 4.688 -3.332
C 5.751 6.119 -3.477
C 5.444 2.783 0.216
H 5.585 4.147 -4.103
H 7.159 4.391 -3.556
H 6.032 6.510 -4.455
H 6.198 6.671 -2.651
H 4.667 6.232 -3.455
H 5.920 2.282 1.059
H 4.996 1.999 -0.394
H 4.626 3.362 0.644
O -3.833 -5.352 5.314
S -3.471 -4.160 6.075
O -4.132 -2.914 6.113
O -3.208 -4.632 7.667
C -2.775 -6.003 7.839
C -2.018 -6.105 9.115
C -1.694 -3.777 5.602
H -2.225 -6.332 6.957
H -3.644 -6.660 7.870
H -1.514 -7.056 9.287
H -2.779 -5.982 9.887
H -1.220 -5.367 9.195
H -1.124 -3.883 6.525
H -1.694 -2.843 5.039
H -1.439 -4.573 4.904
O 1.816 -4.985 -2.113
S 2.847 -3.957 -1.967
O 4.224 -4.282 -2.438
O 2.331 -2.573 -2.704
C 0.945 -2.419 -3.042
C 0.841 -1.211 -3.977
C 2.985 -3.244 -0.202
H 0.162 -2.421 -2.284
H 0.605 -3.260 -3.646
H 1.391 -1.329 -4.910
H 1.274 -0.467 -3.308
H -0.155 -0.882 -4.276
H 3.389 -4.088 0.357
H 2.006 -3.002 0.211
H 3.558 -2.326 -0.334
O -4.039 2.728 -4.705
S -2.879 2.843 -5.618
O -2.332 1.681 -6.315
O -3.081 4.163 -6.624
C -3.390 5.414 -5.968
C -4.512 6.177 -6.693
C -1.405 3.402 -4.600
H -2.556 6.055 -5.683
H -3.778 5.307 -4.955
H -4.257 6.414 -7.726
H -4.756 7.141 -6.247
H -5.399 5.567 -6.864
H -1.365 4.333 -4.035
H -0.572 3.323 -5.298
H -1.245 2.570 -3.915
O 2.896 1.626 -4.045
S 3.798 1.095 -5.094
O 3.168 0.147 -6.075
O 4.630 2.451 -5.790
C 4.032 3.188 -6.765
C 4.696 4.551 -7.000
C 5.260 0.420 -4.048
H 3.014 3.337 -6.404
H 3.881 2.635 -7.693
H 4.606 4.816 -8.053
H 5.731 4.535 -6.657
H 4.221 5.347 -6.425
H 5.915 1.267 -3.840
H 5.762 -0.379 -4.593
H 4.833 -0.237 -3.291
O -3.808 0.096 1.398
S -4.832 -0.823 0.993
O -4.650 -1.813 -0.029
O -5.195 -1.642 2.385
C -6.156 -2.685 2.289
C -6.554 -3.263 3.626
C -6.394 0.093 0.648
H -5.587 -3.512 1.862
H -6.922 -2.551 1.526
H -7.197 -2.640 4.249
H -5.681 -3.578 4.197
H -7.071 -4.205 3.440
H -6.237 0.881 -0.089
H -6.835 0.533 1.542
H -7.130 -0.634 0.306
*
```

A molecular structure, C30H81B3F12O11V2 in a non-equilibrium geometry. Source: OMol25; level of theory: ωB97M-V with the def2-TZVPD basis set.

The LUMO energy (spin up / spin down) comes out at 0.00842 / 0.00840 Eh. Its HOMO energy (spin up / spin down) is -0.2633 / -0.3518 Eh. The total energy is -140981.2457 eV.

```
! wB97M-V def2-TZVPD RIJCOSX def2/J DEFGRID3
* xyz 0 7
V 0.853 -1.156 1.264
V -2.188 0.920 0.099
O -0.191 0.401 0.174
H 0.467 0.858 -0.385
B -1.993 2.850 1.779
F -1.036 2.844 0.862
F -2.223 1.579 2.111
F -1.635 3.595 2.898
F -3.026 3.417 1.196
B -1.746 -1.600 2.129
F -0.798 -0.872 2.820
F -2.570 -2.271 3.000
F -2.516 -0.758 1.394
F -1.062 -2.389 1.317
B 1.466 -2.508 -0.911
F 2.253 -1.501 -0.328
F 1.162 -3.362 0.081
F 0.364 -1.900 -1.341
F 2.221 -3.104 -1.770
C 2.915 2.366 2.544
C 2.952 1.049 1.660
C 4.406 0.597 1.490
O 2.246 0.086 2.431
H 3.589 2.276 3.397
H 1.901 2.602 2.865
H 3.210 3.224 1.940
H 2.422 1.146 0.712
H 4.792 0.021 2.331
H 5.096 1.438 1.422
H 4.535 0.071 0.544
H 2.383 0.307 3.355
C 0.951 0.938 5.741
C 2.308 0.478 6.228
C 2.376 -0.458 7.498
O 2.992 -0.122 5.156
H 0.394 0.007 5.640
H 1.000 1.373 4.743
H 0.521 1.621 6.473
H 2.842 1.415 6.386
H 2.199 0.208 8.342
H 3.368 -0.879 7.658
H 1.676 -1.294 7.487
H 3.770 -0.521 5.554
C -4.176 3.649 -2.759
C -3.025 2.573 -2.659
C -1.807 2.873 -3.474
O -2.644 2.610 -1.349
H -3.812 4.609 -2.391
H -5.105 3.339 -2.282
H -4.467 3.817 -3.796
H -3.281 1.549 -2.930
H -1.012 2.135 -3.366
H -1.414 3.846 -3.178
H -2.149 2.839 -4.509
H -2.676 3.528 -1.069
C 6.232 2.000 -3.027
C 6.337 2.827 -1.749
C 7.583 3.652 -1.570
O 5.224 3.645 -1.643
H 5.230 1.610 -3.209
H 6.941 1.173 -3.037
H 6.461 2.618 -3.896
H 6.311 2.192 -0.863
H 8.387 3.060 -2.008
H 7.839 3.881 -0.535
H 7.639 4.550 -2.185
H 4.482 3.055 -1.490
C -5.032 -4.175 2.396
C -5.401 -3.389 1.167
C -6.910 -3.048 0.960
O -4.700 -2.181 1.132
H -4.088 -4.716 2.343
H -5.683 -5.005 2.669
H -5.119 -3.513 3.258
H -5.086 -4.020 0.336
H -7.531 -3.882 1.286
H -7.187 -2.906 -0.084
H -7.192 -2.184 1.562
H -3.920 -2.414 1.640
C -6.436 0.496 -1.159
C -5.471 1.096 -0.210
C -6.138 0.894 1.191
O -4.301 0.331 -0.160
H -7.293 1.136 -1.370
H -6.826 -0.443 -0.767
H -6.128 0.393 -2.200
H -5.379 2.169 -0.377
H -5.644 1.319 2.064
H -6.354 -0.145 1.439
H -7.082 1.440 1.178
H -4.528 -0.573 0.066
C 1.761 3.791 -1.253
C 1.891 2.544 -2.190
C 2.015 3.021 -3.667
O 3.012 1.741 -1.791
H 2.415 4.618 -1.528
H 1.888 3.387 -0.249
H 0.714 4.070 -1.370
H 1.056 1.846 -2.147
H 3.057 3.095 -3.976
H 1.430 3.908 -3.910
H 1.589 2.222 -4.275
H 2.821 0.873 -2.156
C -2.379 -1.364 -3.813
C -2.934 -1.452 -2.358
C -2.761 -2.854 -1.696
O -1.987 -0.642 -1.632
H -1.421 -1.867 -3.945
H -2.177 -0.307 -3.988
H -3.129 -1.729 -4.515
H -3.948 -1.061 -2.439
H -1.757 -3.223 -1.905
H -3.358 -3.611 -2.204
H -3.000 -2.911 -0.634
H -1.205 -1.190 -1.532
C 3.897 -2.069 -4.919
C 2.655 -1.511 -5.564
C 2.203 -0.169 -4.919
O 2.888 -1.240 -6.993
H 4.762 -1.406 -4.905
H 4.309 -2.905 -5.485
H 3.831 -2.442 -3.897
H 1.888 -2.286 -5.531
H 2.003 -0.281 -3.854
H 1.309 0.249 -5.382
H 2.997 0.548 -5.128
H 2.948 -2.084 -7.446
C 1.498 -5.111 3.142
C 0.845 -3.804 3.464
C 0.863 -3.484 5.022
O 1.429 -2.790 2.683
H 2.584 -5.028 3.131
H 1.121 -5.702 2.307
H 1.307 -5.858 3.913
H -0.226 -3.919 3.296
H 1.897 -3.390 5.356
H 0.301 -4.224 5.591
H 0.401 -2.502 5.124
H 2.382 -2.806 2.792
*
```